No. 1
52
Properties=species:S:1:pos:R:3:mulliken_charge:R:1 method="wB97M-V/def2-TZVPD" multiplicity=1 charge=+1
H -4.1478 3.7808 3.4035 0.3470
H 4.1244 1.2433 0.6961 0.3118
H 1.8933 -1.1693 0.5132 0.0756
H 1.6281 -5.5528 -2.3777 0.2795
H 2.8291 -0.4054 2.0485 0.3141
C -2.8177 6.6235 2.1477 -0.1232
C -0.0161 -3.0659 -2.6500 0.5309
H -1.4009 -0.1356 2.6396 0.2492
C -2.1210 0.1589 1.7581 -0.8942
H 0.3803 0.7265 -3.3722 0.4226
H -0.9761 6.6481 1.0178 0.3555
C 1.3628 0.7059 -2.6940 -0.6386
H 1.7533 -7.2972 -0.1540 0.2970
H 3.1420 -0.6955 -2.9574 0.3841
O -0.3572 0.2850 -0.1696 -0.0751
C -3.7236 5.8149 2.8259 -0.5678
C 3.2279 0.7600 0.0731 -0.2168
O 2.1354 1.7434 0.1064 -0.3155
H 1.9216 -1.3174 -1.6629 0.0478
N -2.3981 3.8631 2.3144 -0.2541
H -2.4563 -0.8119 1.1725 0.2306
C -1.1961 1.1226 0.7511 -0.2289
C 2.8775 -0.6550 0.8821 -0.6148
H 3.6781 0.5677 -1.0051 0.1664
H 0.5675 -1.2258 -4.3270 0.4654
C 1.0180 -5.3518 -1.3894 -0.3091
H 2.1547 -1.6938 -4.6179 0.4177
H -1.9649 1.7989 0.1825 0.2427
H 2.1062 1.4642 -3.2044 0.3074
N 1.4167 -1.6575 -3.8533 -0.0526
H -0.6836 4.1747 1.2111 0.2380
O 0.0300 2.7092 -1.2324 -0.6697
H -4.6041 6.2346 3.2989 0.3498
H -1.4682 -2.6387 0.1340 0.2660
C -3.4721 4.4534 2.8831 -0.1052
C -0.8059 -3.6272 0.0837 -0.1425
O -1.2110 -2.5372 -2.9360 -0.5017
C 1.0674 -6.3397 -0.0804 -0.3677
H 0.2572 -6.7818 2.1868 0.3255
C -0.7182 -4.6451 1.3768 -0.4728
C -1.5373 4.6736 1.6613 0.1288
C -1.7009 6.0453 1.5531 -0.7402
C 1.9767 -0.8133 -2.7270 -0.4499
H -3.0671 0.7388 2.1792 0.2787
H -0.5182 1.8066 1.4527 0.2291
H 3.8103 -1.3934 0.7788 0.3112
P 0.8316 1.3342 -0.9712 0.6408
O 1.2184 -2.9192 -3.4355 -0.1907
C 0.1993 -6.0234 1.2963 -0.3125
C 0.0467 -4.0151 -1.2747 0.3466
H -2.9806 7.6954 2.0827 0.3747
H -1.3116 -4.4032 2.3810 0.3092

=====

No. 2
52
Properties=species:S:1:pos:R:3:mulliken_charge:R:1 method="wB97M-V/def2-TZVPD" multiplicity=1 e_above_lowest_ev=2.950 smiles="C[C@@H](O)C[NH2+][C@H](c1ccc(N(C)C)cc1)c1c([O-])n(C)c(=S)n(C)c1=O"
H -6.2583 1.6903 2.8815 0.3317
H 2.9510 3.4056 2.3682 0.3542
C 1.6880 -1.2651 -2.3840 -1.0019
H -0.4222 -0.8147 -2.1777 0.4926
S 5.1638 1.8888 1.2408 -0.3340
H -7.0606 0.6179 1.1495 0.2861
C 2.4979 3.1025 1.4295 -1.2213
O 2.7504 -2.1291 0.4512 -0.6979
H -6.1127 1.2403 -0.2230 0.3105
C 0.2197 -0.8866 0.1831 -0.6833
N 3.7210 -0.3379 1.6400 0.0648
C -6.1082 0.5007 0.6005 -0.8852
C -1.1910 -0.4580 0.5384 0.2714
H -3.6386 -1.1446 2.7839 0.4258
C 1.3693 -0.3198 0.9143 0.2904
N 2.5091 1.6656 1.4123 0.1682
C -5.2330 1.7695 2.4933 -0.9709
C 3.7429 1.0493 1.4551 0.1188
H -3.5373 1.7239 -0.5047 0.3773
H 5.3787 -1.0944 0.5613 0.3579
H -1.3159 -1.9465 2.1454 0.4015
C 2.6476 -1.0022 0.9744 0.0188
H 4.8392 -2.0498 2.0052 0.3090
C 4.9986 -1.0594 1.5849 -1.0976
C -3.0672 0.9622 0.1156 -0.6085
C -1.7956 0.5261 -0.2227 -0.3181
N -5.0004 0.7139 1.5361 0.1472
H 1.4641 3.4029 1.3400 0.3726
H -6.0690 -0.5109 0.1632 0.2626
H 1.1506 -0.2743 -4.2032 0.2158
H -4.4948 1.6695 3.3015 0.2939
C 1.3859 -1.2806 -3.8472 0.6297
O 0.2764 1.5458 1.9888 -0.6743
H 0.6624 0.1540 -1.2054 0.4711
H 2.4872 -1.6663 -5.7154 0.3582
O 0.2813 -2.1430 -4.2413 -0.5305
H 2.0404 -2.2134 -2.0157 0.4135
H 2.7841 -2.8286 -4.4196 0.3657
N 0.5105 -0.8333 -1.5614 -0.2584
H 2.5659 -0.6149 -2.1944 0.3194
H 3.1147 3.4165 0.5925 0.3946
C -1.8254 -1.1532 1.5748 -0.5822
H -5.1137 2.7608 2.0182 0.2863
C 1.2777 0.9875 1.4991 0.4294
C -3.0639 -0.6703 1.9839 -0.4525
C -3.6692 0.3850 1.2475 -0.0609
H -0.3868 -2.1712 -3.5341 0.3337
H 3.4888 -1.1661 -4.3469 0.3734
H -1.2252 1.0283 -1.0069 0.4264
H 5.6934 -0.4788 2.1693 0.4806
H 0.3298 -1.9368 0.0779 0.7126
C 2.5984 -1.7570 -4.6174 -1.4882

=====

No. 3
55
Properties=species:S:1:pos:R:3:mulliken_charge:R:1 method="wB97M-V/def2-TZVPD" multiplicity=1 e_above_lowest_ev=1.029 smiles="CCOCCCNC(=O)[C@H]1CCCN(S(=O)(=O)c2ccc(-n3cnnn3)cc2)C1"
H 5.5500 -1.7330 -1.1972 0.5112
N 0.5196 -2.0939 0.4139 0.2039
H -1.3882 1.9039 -1.3637 0.0637
O -3.8660 1.1384 -0.8459 -0.1804
H 0.0551 -4.0993 0.6734 0.3353
H 1.2191 -0.6616 1.7297 0.4322
H -5.4573 -0.5461 0.4556 0.2571
C -0.4197 -3.1936 0.2786 -0.7255
O 0.2971 1.3658 1.7051 -0.7560
C 4.0149 1.0130 0.0649 -0.9134
C 2.6953 0.6382 -0.1215 -0.4375
O 0.6476 -1.9597 -2.0779 -0.8004
C -0.7642 0.7976 1.5067 -0.0906
C -0.9378 -0.6898 1.8480 0.8609
H -2.5541 -3.4384 0.5065 0.4132
H -3.5876 2.4111 -2.4425 0.3907
H -4.1465 3.1775 -0.9355 0.3971
H -1.2096 -0.7243 2.9099 0.7004
C 6.9588 1.6596 0.2408 0.0204
C 5.0318 0.1498 -0.3312 1.3236
H -3.0017 -1.2164 1.4313 0.5185
H -2.5893 3.3890 1.0089 0.3750
H -5.8958 1.5038 -0.8887 0.3247
H 0.5785 -2.1425 2.4643 0.3127
C 4.7380 -1.0868 -0.9034 -0.3715
H -0.5791 -3.3282 -0.7918 0.3689
H 1.8858 1.2809 0.1886 0.3792
C -1.7410 -2.9115 1.0067 -1.0325
C -3.4797 2.4003 -1.3468 -0.8312
H -0.8355 3.1733 0.7722 0.4364
H -1.6883 -3.2755 2.0352 0.3493
N 7.3853 -0.3537 -0.4109 -0.3695
N 8.2524 1.4961 0.2316 -0.3758
N -1.8782 1.4385 1.1191 -0.0146
C 2.4118 -0.5895 -0.6891 -0.2815
C -5.1652 0.7542 -1.2342 -0.3567
C -1.8208 2.7633 0.5420 -0.9636
H -6.4589 -0.9368 -0.9494 0.4418
H -1.9837 -1.0390 -0.0107 0.3175
H -5.2262 0.7062 -2.3326 0.2898
C 3.4180 -1.4542 -1.0792 -0.8569
N 8.4669 0.2472 -0.1725 -0.4709
O -0.1299 0.0557 -0.9295 -0.4494
C -2.0300 2.6948 -0.9720 -0.2160
H 6.4457 2.5555 0.5120 0.4071
H -4.7315 -1.3289 -0.9525 0.2413
H 3.1485 -2.3967 -1.5271 0.5094
H -2.6705 0.9023 0.7947 0.2567
S 0.7153 -1.1085 -0.9254 1.2854
C -2.0104 -1.4071 1.0168 -0.9784
C -5.4750 -0.6056 -0.6296 -1.1237
H 4.2391 1.9643 0.5199 0.2548
C 0.4182 -1.4024 1.6759 -1.1942
N 6.3755 0.4986 -0.1639 0.3758
H -1.7470 3.6442 -1.4276 0.4359

=====

No. 4
62
Properties=species:S:1:pos:R:3:mulliken_charge:R:1 method="wB97M-V/def2-TZVPD" multiplicity=1 e_above_lowest_ev=0.960
H 2.1146 0.2657 -0.0801 0.2182
H -2.3854 -1.0986 -0.1567 0.0898
O 1.5938 2.7446 -0.3433 -0.7083
H -4.0329 -1.2225 4.3377 0.2650
H 5.1214 -0.6455 0.4563 0.2933
H 1.1343 3.7753 -4.7824 0.4324
O 1.1191 1.5572 -2.3414 -0.5214
O 3.6395 2.3052 -2.3218 -0.5838
H -0.9665 -4.5456 -0.3972 0.5041
O -0.1346 -1.7270 2.7572 -0.6366
C -0.9940 -2.8354 -2.6248 -1.6830
C -1.2988 3.3841 -2.3895 -0.3088
H 2.3555 -1.1121 0.8611 0.3001
H 3.5130 2.3796 4.1691 0.1684
H -1.2489 -3.2777 0.7992 0.0764
H -3.6768 -2.5758 -1.9915 0.4287
C 4.2030 0.9145 1.5742 1.0159
C -3.6385 -1.8157 3.5123 -0.4453
H 0.2574 -1.2353 -0.7979 0.1736
N 2.9055 3.0762 -2.8905 1.0188
H -3.1143 -4.2190 -1.6369 0.4209
C 1.4318 2.8418 -2.8158 0.7880
C -2.2578 -2.3987 3.8115 -0.5608
C -1.2761 2.7122 0.0108 0.2073
C 2.3887 1.2026 2.8536 0.3287
C 5.0287 0.4416 0.4420 -1.0633
H -2.1766 -3.4625 3.5844 0.2566
N -2.0398 -0.7426 2.1190 0.1054
O 3.2510 4.0467 -3.5257 -0.6303
C -3.0884 -3.1819 -1.3041 -1.7097
H -1.5602 -2.2841 -3.3745 0.3751
O -0.4829 2.1123 0.8602 -0.9611
C -0.8679 -3.4782 -0.2006 -1.2372
H 4.5866 0.7430 -0.5076 0.1796
H 6.0191 0.8797 0.5258 0.3449
H -1.2789 4.0735 -4.4581 0.4175
H -1.9226 -2.2600 4.8387 0.3378
C -0.6027 2.9740 -1.3207 -0.4116
S 0.8572 1.1507 3.4941 -0.4820
C -1.6486 -2.6783 -1.2523 1.5300
C 0.8282 2.6527 -1.4590 1.1969
N 2.8620 0.6022 1.7159 0.0312
C 0.6361 3.4575 -3.8795 -0.8930
H 0.0328 -2.4622 -2.6329 0.2856
N -0.5121 -0.6019 -0.5896 0.3165
H 0.9210 2.6000 0.3950 0.3810
H 0.2000 -3.2490 -0.2008 0.3126
N -1.7582 -1.2464 -0.9434 -0.6875
H -3.5529 -3.1250 -0.3180 0.3583
O -4.2637 -0.3681 1.6549 -0.6519
N 4.5941 1.6541 2.5589 -0.8559
H -0.4085 0.1739 -1.2455 0.0715
H -2.3559 3.5707 -2.2566 0.5531
N 3.4800 1.8150 3.3372 0.2008
Zn -0.3565 0.1876 1.4552 1.4111
C -1.3612 -1.6191 2.8808 0.5634
H -4.3930 -2.5565 3.2532 0.3184
N 2.0556 -0.1404 0.8558 -0.4960
O -2.4379 2.9849 0.1749 -0.6836
H -0.9596 -3.8875 -2.9085 0.4495
C -0.6729 3.6485 -3.6702 -0.6464
C -3.4043 -0.8750 2.3285 0.1305

=====

No. 5
48
Properties=species:S:1:pos:R:3:mulliken_charge:R:1 method="wB97M-V/def2-TZVPD" multiplicity=1 charge=+2
C 0.1569 -0.3406 3.8920 -0.6267
C 0.7253 -1.1695 -1.5714 0.1791
H -2.1136 1.2327 1.2175 0.5715
H -1.7819 0.7108 -3.1632 0.4098
H -0.9745 -3.0392 1.7528 0.3936
H 1.4073 -2.9092 1.3319 0.3747
H 0.9779 1.6062 0.3315 0.1239
H 2.8108 -1.5414 -1.8580 0.4202
H 1.2356 -3.9308 -0.1120 0.3820
C 1.4576 -2.9085 0.2345 -1.5330
H 2.1959 2.5290 -0.4393 0.6298
C 1.9320 -1.2314 -2.4345 -1.5043
Br 1.2724 -1.2297 5.1589 -0.0770
H -2.5214 -2.3048 1.2871 0.3922
C -0.5467 -0.5246 -1.9178 1.0793
H -0.1190 4.9912 -2.2274 0.3880
C -2.9923 -0.7304 -1.0372 -1.6174
H 1.7856 -1.9593 -3.2488 0.3693
H 2.1363 -0.2565 -2.8935 0.3102
Al 0.2626 0.2407 -0.2483 -1.2569
H -0.0337 0.8263 -3.5006 0.3218
C 0.2020 3.2362 -1.0184 -0.4051
H -1.3876 0.0736 5.3345 0.5094
H 1.5196 4.8823 -1.5924 0.3724
C -1.0836 0.1501 4.2969 0.0084
H 1.5362 -0.5856 2.2282 0.7014
C -0.9073 -1.9021 -0.0656 0.6749
H -3.2195 0.1413 -1.6614 0.4342
H -1.9194 -3.7311 0.4152 0.3340
H -0.7301 2.8009 -1.3999 0.3228
C 0.6929 4.2961 -2.0056 -1.4072
C -1.5237 -0.9471 -0.9269 0.5988
N -0.2641 0.3327 1.6340 0.4454
H 1.0232 3.8584 -2.9496 0.3485
H -0.0524 3.7232 -0.0692 0.4138
C 0.5708 -0.2278 2.5670 0.0213
C -1.9060 0.7283 3.3244 -1.0783
C -1.6141 -2.7848 0.8974 -1.5491
C 0.4949 -1.9357 -0.3527 0.8528
H -2.8861 1.1187 3.5778 0.4460
H 1.4479 1.5124 -1.6217 0.1540
H -3.4812 -1.6058 -1.4944 0.3774
H -3.4488 -0.5732 -0.0504 0.3932
C -0.8441 0.1439 -3.2127 -1.4236
H 2.4848 -2.6709 -0.0629 0.4289
C -1.4829 0.8014 2.0007 0.1155
H -0.9466 -0.6052 -4.0162 0.3467
C 1.2118 2.1149 -0.7196 -0.1661

=====

Table of E_tot (Eh), in record order: -1527.80218; -1544.32998; -1729.15310; -3918.95147; -3572.72278
Table of LUMO energy (eV), in record order: -4.24; 0.01; -0.02; -0.26; -7.00